# 1
Molecular formula: C29H26BCl7N11O3Ta
Method: DFT, wB97M-V/def2-TZVPD

Structure (XYZ):
```
78
Properties=species:S:1:pos:R:3:lowdin_charge:R:1
Ta -0.643 -0.167 0.135 1.646
C -1.998 -1.561 3.574 -0.007
C -0.558 -1.274 3.312 -0.303
C 0.505 -1.328 4.221 0.019
C 1.620 -0.934 3.515 -0.021
N 1.250 -0.654 2.257 0.020
N -0.092 -0.881 2.126 -0.077
B 2.056 -0.147 1.010 -0.592
N 2.118 -1.271 -0.015 -0.001
C 3.153 -1.936 -0.545 -0.021
C 2.670 -3.103 -1.070 0.010
C 1.290 -3.110 -0.803 -0.274
C 0.457 -4.323 -1.064 -0.010
N 0.952 -1.967 -0.177 0.014
N 1.065 1.069 0.282 -0.118
C 1.673 2.216 -0.222 -0.054
C 1.214 3.297 0.452 0.028
C 0.280 2.819 1.421 -0.308
C -0.323 3.553 2.561 -0.056
N 0.118 1.530 1.271 -0.020
N 3.419 0.388 1.332 0.002
C 4.425 -0.337 1.903 -0.095
C 5.582 0.379 1.788 -0.004
C 5.206 1.561 1.106 -0.330
C 6.089 2.688 0.683 -0.024
N 3.916 1.550 0.835 0.123
H -2.122 -2.602 3.869 0.094
H -2.617 -1.376 2.694 0.055
H -2.361 -0.927 4.382 0.097
H 0.456 -1.623 5.255 0.118
H 2.642 -0.834 3.839 0.123
H 4.150 -1.527 -0.518 0.137
H 3.224 -3.883 -1.564 0.121
H 0.443 -4.556 -2.129 0.093
H -0.558 -4.241 -0.711 0.035
H 0.917 -5.160 -0.538 0.104
H 2.316 2.160 -1.082 0.135
H 1.511 4.322 0.305 0.125
H 0.379 3.481 3.396 0.102
H -1.262 3.104 2.873 0.068
H -0.462 4.606 2.331 0.073
H 4.248 -1.312 2.327 0.126
H 6.562 0.106 2.140 0.111
H 6.768 2.959 1.490 0.082
H 5.498 3.557 0.402 0.076
H 6.696 2.389 -0.172 0.083
Cl -4.439 4.809 -4.322 0.713
C -3.783 3.774 -3.123 -0.710
C -3.604 2.419 -3.384 -0.697
Cl -4.072 1.754 -4.894 0.722
C -3.050 1.597 -2.412 -0.563
Cl -2.958 -0.097 -2.645 0.871
C -2.622 2.077 -1.159 -0.411
O -2.034 1.322 -0.224 -0.301
C -2.922 3.420 -0.894 -0.585
Cl -2.680 4.015 0.701 0.797
C -3.470 4.261 -1.859 -0.697
Cl -3.765 5.911 -1.485 0.713
N -4.785 0.386 1.452 0.024
N -4.854 -0.431 0.340 -0.127
C -1.596 -2.872 0.783 -0.453
O -1.216 -3.688 1.518 0.182
O -3.614 -1.092 0.134 -0.489
H -5.707 0.429 1.865 0.091
H -4.444 1.320 1.232 0.065
H -5.128 -0.031 -0.553 0.112
Cl 1.463 -0.568 -5.095 0.694
C 0.223 -1.260 -4.081 -0.652
C -0.493 -2.362 -4.539 -0.101
C -1.454 -3.177 -3.951 -0.104
C -2.038 -3.191 -2.673 -0.163
C -1.913 -2.374 -1.604 -0.447
Cl -2.200 -1.779 -0.194 0.860
C 0.082 -0.620 -2.879 -0.238
N -0.040 -0.010 -1.894 0.047
H -0.225 -2.641 -5.552 0.111
H -1.809 -3.974 -4.591 0.105
H -2.725 -4.024 -2.492 0.129
```

Computed properties:
Kohn-Sham gap (spin up / spin down)   5.974 / 5.444 eV
Multiplicity   2
LUMO (spin up / spin down)   -3.8 / -4.4 eV
Total charge   +1

***

# 2
Molecular formula: C2H3N2S2
Method: DFT, wB97M-V/def2-TZVPD

Structure (XYZ):
```
9
Properties=species:S:1:pos:R:3:lowdin_charge:R:1
C -0.386 -0.184 0.081 -0.121
C -4.643 -0.137 -0.045 -1.299
N -1.203 -1.019 0.260 0.330
N 0.580 0.654 -0.024 0.193
S -4.847 1.401 -0.003 0.812
S -4.152 -1.636 0.000 0.757
H -2.103 -1.450 0.233 -0.052
H 1.700 0.608 -0.101 0.248
H 0.283 1.600 -0.163 0.133
```

Computed properties:
Kohn-Sham gap   8.621 eV
LUMO   -4.8 eV
Total charge   +1

***

# 3
Molecular formula: C37H51N4OP2Pb
Method: DFT, wB97M-V/def2-TZVPD

Structure (XYZ):
```
96
Properties=species:S:1:pos:R:3:lowdin_charge:R:1
C 1.735 -1.782 -1.685 -0.318
C 1.870 0.408 -2.527 -0.320
C 2.627 -2.193 -2.681 0.026
C 2.454 -0.069 -3.737 0.027
C 2.976 -1.348 -3.748 0.018
H 2.980 -3.225 -2.590 0.141
H 2.713 0.683 -4.492 0.141
H 3.650 -1.728 -4.532 0.146
N 1.352 -0.504 -1.595 0.032
P -0.425 -2.611 0.100 1.037
P 1.048 2.523 -0.823 1.094
C 1.260 -2.838 -0.650 -0.255
H 1.274 -3.801 -1.208 0.092
H 2.038 -2.884 0.145 0.104
C 1.687 1.823 -2.350 -0.185
H 1.589 2.398 -3.307 0.112
C -0.447 3.905 -1.028 -0.601
C 2.780 3.263 -0.600 -0.653
C -1.478 -3.487 -1.225 -0.661
C -0.273 -3.578 1.739 -0.677
C -1.792 3.500 -0.392 -0.112
H -1.726 3.327 0.692 0.078
H -2.517 4.327 -0.523 0.116
H -2.236 2.612 -0.855 0.039
C -0.029 5.175 -0.280 -0.089
H 0.086 4.983 0.796 0.090
H 0.895 5.619 -0.656 0.065
H -0.813 5.942 -0.376 0.115
C -0.700 4.162 -2.520 -0.071
H -1.466 4.953 -2.644 0.119
H 0.209 4.496 -3.033 0.082
H -1.077 3.251 -3.023 0.067
C 2.862 3.859 0.802 -0.070
H 2.660 3.094 1.570 0.077
H 3.883 4.233 0.942 0.113
H 2.168 4.698 0.947 0.071
C 3.797 2.095 -0.726 -0.067
H 3.446 1.222 -0.153 0.043
H 3.963 1.804 -1.770 0.089
H 4.776 2.383 -0.301 0.122
C 2.957 4.261 -1.749 -0.052
H 2.509 3.900 -2.679 0.056
H 2.531 5.253 -1.552 0.089
H 4.029 4.370 -1.958 0.120
C -1.658 -3.589 2.403 -0.078
H -1.563 -4.020 3.411 0.110
H -2.067 -2.575 2.516 0.073
H -2.385 -4.202 1.856 0.078
C 0.703 -2.825 2.661 -0.091
H 1.703 -2.718 2.226 0.069
H 0.323 -1.831 2.938 0.054
H 0.810 -3.404 3.592 0.115
C 0.232 -5.016 1.544 -0.060
H 0.403 -5.457 2.537 0.111
H -0.503 -5.658 1.045 0.070
H 1.178 -5.061 0.988 0.091
C -1.159 -2.890 -2.614 -0.079
H -1.936 -3.225 -3.318 0.111
H -1.177 -1.797 -2.604 0.040
H -0.191 -3.233 -2.991 0.083
C -2.948 -3.216 -0.859 -0.087
H -3.144 -2.143 -0.735 0.059
H -3.584 -3.595 -1.671 0.105
H -3.237 -3.742 0.061 0.074
C -1.241 -5.004 -1.331 -0.063
H -0.186 -5.260 -1.501 0.088
H -1.618 -5.547 -0.457 0.078
H -1.811 -5.369 -2.202 0.115
Pb -0.353 0.214 0.339 1.157
C 2.171 0.288 1.700 -0.059
O 3.111 -0.012 2.272 0.146
N -2.197 0.243 -1.632 0.084
C -2.681 0.344 -2.695 -0.095
C -2.751 0.726 -4.079 -0.217
C -4.023 0.795 -4.691 -0.017
C -1.635 1.161 -4.844 -0.043
C -4.152 0.967 -6.075 -0.021
H -4.914 0.667 -4.080 0.125
C -1.739 1.337 -6.226 -0.060
H -0.642 1.308 -4.419 0.089
C -2.980 1.197 -6.858 -0.021
H -5.116 0.858 -6.566 0.122
H -0.849 1.577 -6.842 0.127
H -3.075 1.282 -7.969 0.138
N 1.367 0.185 6.678 0.205
C 0.424 0.311 6.001 -0.148
C -0.698 0.431 5.091 -0.185
C -2.016 0.148 5.489 0.041
C -3.016 0.163 4.522 -0.005
C -2.663 0.427 3.197 -0.124
N -1.407 0.738 2.824 -0.071
C -0.449 0.807 3.770 -0.122
H -2.227 -0.096 6.528 0.146
H -4.056 -0.052 4.761 0.131
H -3.408 0.402 2.397 0.123
H 0.550 1.139 3.454 0.097
```

Computed properties:
Kohn-Sham gap (spin up / spin down)   4.501 / 6.323 eV
LUMO (spin up / spin down)   -11.7 / -10.2 eV
Total charge   +3

***

# 4
Molecular formula: C3H9NO2S
Method: DFT, wB97M-V/def2-TZVPD

Structure (XYZ):
```
16
Properties=species:S:1:pos:R:3:lowdin_charge:R:1
C 2.279 -0.707 0.344 -0.207
C -1.781 -0.419 0.409 -0.342
C -0.407 -0.797 0.960 -0.256
N 0.326 2.498 -0.523 0.029
O 0.605 -0.885 -1.568 -0.469
O -2.306 -1.015 -0.742 -0.088
S 0.817 -0.213 -0.287 0.793
H 3.074 -0.834 -0.394 0.035
H 2.537 -0.282 1.287 0.015
H -2.330 -0.764 1.225 0.088
H -1.939 0.729 0.214 0.151
H -0.125 -1.858 0.909 0.105
H -0.237 -0.297 1.913 0.106
H 1.090 3.151 -0.683 -0.030
H 0.221 2.334 -1.504 -0.052
H -1.822 -0.643 -1.559 0.121
```

Computed properties:
Kohn-Sham gap (spin up / spin down)   8.233 / 7.487 eV
LUMO (spin up / spin down)   -0.9 / -0.7 eV